# 1
The following is a DFT calculation (ωB97M-V/def2-TZVPD) of a structure of composition H14O7.

Geometry (Å):
O1 0.150 -0.305 -0.150
H1 0.586 0.122 0.587
H2 -0.310 0.403 -0.601
O2 -2.153 -0.211 -1.574
H3 -2.706 0.285 -0.971
H4 -1.492 0.417 -1.866
O3 2.603 0.441 1.307
H5 2.572 0.399 2.263
H6 1.789 0.880 1.059
O4 0.289 -2.245 -1.200
H7 0.122 -1.313 -1.336
H8 -0.572 -2.656 -1.272
O5 -0.115 -0.953 2.519
H9 0.278 -0.285 1.958
H10 -0.958 -1.146 2.109
O6 -0.548 1.040 -2.251
H11 0.056 0.524 -2.785
H12 -1.093 1.505 -2.886
O7 0.585 0.712 1.490
H13 0.123 1.497 1.195
H14 0.795 0.888 2.407

The energy above the lowest of the compared OMol25 structures with the same formula, charge and spin comes out at 11.636 eV. The net charge is 0. As for the HOMO-LUMO gap: 8.64 eV. The calculation puts the lowest unoccupied orbital energy at -0.61 eV. Its calculated total energy is -534.696242 Eh.

# 2
The following is a DFT calculation (ωB97M-V/def2-TZVPD) of a structure of composition H14O9V.

Geometry (Å):
O1 0.330 1.065 -0.339
V1 -0.611 -0.236 -0.335
O2 -0.492 -0.806 -1.824
O3 -2.493 0.819 -0.793
H1 -3.280 0.714 -0.239
H2 -2.816 1.116 -1.656
O4 2.783 2.778 -0.955
H3 3.186 1.905 -1.002
H4 2.104 2.698 -0.279
O5 -1.097 0.128 1.890
H5 -1.284 -0.650 2.438
H6 -0.863 0.829 2.512
O6 2.209 -2.536 -1.654
H7 2.708 -3.279 -2.018
H8 1.436 -2.455 -2.234
O7 0.900 -1.620 0.558
H9 1.157 -2.282 -0.124
H10 1.720 -1.427 1.032
O8 0.447 3.725 1.316
H11 -0.359 3.588 1.825
H12 1.067 3.064 1.646
O9 -2.101 -2.026 0.164
H13 -2.998 -2.229 -0.135
H14 -1.652 -2.883 0.207

The energy above the lowest of the compared OMol25 structures with the same formula, charge and spin comes out at 0.163 eV. The net charge is +1. As for the HOMO-LUMO gap: 8.71 eV. The calculation puts the lowest unoccupied orbital energy at -4.42 eV. Its calculated total energy is -1629.365427 Eh.

# 3
The following is a DFT calculation (ωB97M-V/def2-TZVPD) of a structure of composition H15NaO8.

Geometry (Å):
Na1 0.349 0.328 -0.086
O1 -1.143 -1.583 -0.063
H1 -1.776 -1.006 0.374
O2 2.515 -0.795 0.606
H2 3.444 -1.024 0.494
H3 2.447 -0.503 1.519
O3 -1.503 -0.349 -2.210
H4 -1.355 -0.888 -2.991
H5 -1.392 -0.993 -1.394
O4 -1.290 2.341 -1.707
H6 -1.392 1.429 -2.064
H7 -1.878 2.352 -0.945
O5 -1.996 1.709 1.062
H8 -2.510 1.096 1.602
H9 -1.837 2.473 1.628
O6 1.594 0.724 -2.082
H10 2.546 0.600 -2.015
H11 1.464 1.374 -2.781
O7 0.443 0.512 2.397
H12 -0.071 1.045 3.011
H13 1.012 -0.017 2.967
O8 0.679 -3.266 1.106
H14 0.086 -2.626 0.631
H15 1.565 -2.934 0.939

The energy above the lowest of the compared OMol25 structures with the same formula, charge and spin comes out at 0.217 eV. The net charge is 0. As for the HOMO-LUMO gap: 7.75 eV. The calculation puts the lowest unoccupied orbital energy at -0.63 eV. Its calculated total energy is -773.258675 Eh.

Q: Which formula does entry 1 have?
A: H14O7